DFT (wB97M-V/def2-TZVPD) results for 2 unconnected molecules or ions with the total composition C19H33O4.

- spin multiplicity = 4
- expectation value of S² = 3.822
- LUMO energy (alpha / beta) (eV) = 0.81 / -1.09
- gap between HOMO and LUMO (alpha / beta) (Eh) = 0.278 / 0.286
- energy above the lowest of the compared OMol25 structures with the same formula, charge and spin (kJ/mol) = 0.0
- HOMO level (alpha / beta) (eV) = -6.76 / -8.88

```
56
Properties=species:S:1:pos:R:3:forces:R:3
O -0.2085 0.1074 3.1054 2.83 3.00 0.22
O 0.6305 1.0368 3.1095 -2.58 -2.85 -0.01
C -8.5437 -7.0561 9.7861 -0.10 -0.03 -0.05
C -7.8352 -6.8944 8.4449 0.07 0.04 0.01
C -6.3717 -6.4806 8.5831 0.12 0.01 -0.01
C -5.6675 -6.3187 7.2350 0.05 -0.03 -0.14
C -4.1910 -5.8900 7.3589 -0.15 0.03 0.11
C -3.4979 -5.6989 6.0451 0.00 0.19 -0.07
C -3.4227 -4.4962 5.4100 -0.33 -0.28 0.29
C -2.7776 -4.2800 4.1765 0.26 0.04 -0.04
C -2.7356 -3.0343 3.5254 0.26 0.03 0.17
C -2.0144 -2.8196 2.3884 -0.12 -0.27 0.10
C -2.1817 -1.6468 1.4916 0.01 0.86 -0.17
C -3.6404 -1.2206 1.1935 0.33 -0.36 -0.17
C -4.3476 -2.2603 0.3308 0.01 -0.10 -0.03
C -5.8104 -1.9361 0.0393 0.01 -0.25 -0.12
C -6.4834 -2.9989 -0.8398 -0.11 0.09 -0.04
C -6.5061 -4.3867 -0.2027 0.18 0.19 0.46
C -7.2781 -5.4203 -1.0074 -0.30 -0.01 -0.12
C -8.7306 -5.0394 -1.1959 0.22 0.04 -0.63
O -9.2685 -4.9094 -2.2775 0.37 -0.14 0.84
O -9.3765 -4.8320 -0.0256 0.51 -0.26 -0.56
C -10.7311 -4.4939 -0.2616 -0.66 0.22 0.12
H -9.5817 -7.3506 9.6185 0.01 0.00 0.13
H -8.0723 -7.8263 10.4049 -0.01 0.08 -0.09
H -8.5495 -6.1234 10.3591 0.04 -0.07 -0.08
H -7.8965 -7.8377 7.8870 0.04 0.10 0.05
H -8.3668 -6.1479 7.8413 0.06 -0.06 0.05
H -6.3095 -5.5349 9.1422 -0.02 -0.13 -0.07
H -5.8406 -7.2306 9.1887 -0.06 0.12 -0.09
H -5.7218 -7.2658 6.6794 0.00 0.13 0.06
H -6.2007 -5.5742 6.6248 0.09 -0.12 0.12
H -4.1497 -4.9439 7.9192 0.01 -0.23 -0.01
H -3.6501 -6.6537 7.9334 -0.10 0.18 0.06
H -3.0352 -6.5783 5.5932 -0.08 0.20 -0.02
H -3.9267 -3.6387 5.8804 0.26 -0.25 -0.15
H -2.2835 -5.1275 3.6856 -0.14 0.28 0.23
H -3.2691 -2.1919 3.9831 -0.17 -0.35 -0.27
H -1.2657 -3.5616 2.1084 -0.37 -0.08 -0.11
H -1.7280 -0.7600 1.9383 0.16 -0.15 -0.11
H -1.6229 -1.8486 0.5654 -0.29 0.20 0.09
H -4.1695 -1.0735 2.1482 0.06 -0.04 -0.28
H -3.6250 -0.2483 0.6737 -0.03 -0.25 0.17
H -3.7952 -2.3675 -0.6211 -0.17 0.06 0.23
H -4.2745 -3.2406 0.8292 -0.02 0.31 -0.07
H -6.3622 -1.8594 0.9898 0.10 0.04 -0.19
H -5.8906 -0.9641 -0.4675 0.05 -0.11 0.17
H -7.5132 -2.6669 -1.0383 0.14 -0.15 -0.05
H -5.9786 -3.0649 -1.8157 -0.08 0.10 0.15
H -5.4809 -4.7578 -0.0568 -0.28 0.09 -0.06
H -6.9588 -4.3089 0.7990 0.15 -0.05 -0.21
H -6.8680 -5.5506 -2.0122 0.01 0.00 0.15
H -7.2362 -6.3749 -0.4796 -0.06 -0.07 -0.08
H -11.2086 -4.3995 0.7132 0.07 0.00 -0.10
H -10.7692 -3.5471 -0.8107 -0.22 -0.20 0.10
H -11.2022 -5.2832 -0.8564 -0.08 0.27 0.13
```
Forces are in eV/Å.

---

DFT (wB97M-V/def2-TZVPD) results for a molecular structure, C61H48N7S3Se2Sr.

- LUMO energy (eV) = -2.12
- gap between HOMO and LUMO (Eh) = 0.242
- total charge = +1
- energy above the lowest of the compared OMol25 structures with the same formula, charge and spin (kJ/mol) = 21.5
- HOMO level (eV) = -8.70

```
122
Properties=species:S:1:pos:R:3:forces:R:3
Sr -0.0305 -0.0059 0.0062 0.49 -1.62 0.81
N -0.5231 2.2747 -0.1910 0.01 0.85 -0.13
S -0.5275 3.5896 -0.7949 -0.15 -0.03 0.14
N -1.9481 4.1137 -1.4760 -0.02 0.01 0.07
S -2.4163 3.5448 -2.8317 -0.04 0.01 -0.13
N -2.2109 2.0955 -3.2928 0.01 0.01 0.07
S -2.5761 0.6532 -2.5299 0.12 0.13 -0.30
N -1.4752 -0.0995 -1.9597 -0.64 0.08 -0.47
C -3.3863 -0.1657 -3.8991 0.03 0.04 -0.02
C -3.4937 0.3791 -5.1679 -0.03 -0.02 -0.01
C -4.0739 -0.3752 -6.1809 0.00 0.01 0.01
C -4.5447 -1.6523 -5.9166 0.01 -0.01 0.03
C -4.4295 -2.1900 -4.6390 -0.01 0.01 -0.03
C -3.8417 -1.4501 -3.6274 -0.02 0.00 0.01
C -3.9675 1.1025 -1.4788 -0.10 -0.06 0.01
C -3.6654 1.4991 -0.1845 0.09 -0.05 0.02
C -4.6936 1.8501 0.6772 -0.01 0.01 0.00
C -6.0112 1.8057 0.2446 0.02 0.01 -0.03
C -6.3045 1.4236 -1.0581 0.03 0.00 -0.03
C -5.2854 1.0717 -1.9306 0.08 0.01 0.09
C -1.6697 4.4697 -4.1531 -0.04 -0.03 -0.09
C -0.9479 3.8418 -5.1530 -0.02 0.03 -0.02
C -0.3463 4.6281 -6.1274 -0.07 0.05 0.01
C -0.4803 6.0079 -6.0916 -0.03 -0.02 0.00
C -1.2089 6.6203 -5.0768 0.01 0.00 -0.02
C -1.8048 5.8511 -4.0943 -0.03 0.03 -0.04
C -4.1209 4.0364 -2.8852 0.01 0.01 0.02
C -4.8099 3.7626 -4.0603 0.00 -0.01 0.00
C -6.1462 4.1083 -4.1434 -0.02 0.03 0.01
C -6.7736 4.7173 -3.0607 0.01 -0.02 0.00
C -6.0700 4.9791 -1.8949 0.01 -0.02 0.00
C -4.7270 4.6388 -1.7965 -0.01 -0.01 -0.01
C -0.2513 4.9285 0.3374 0.01 0.01 0.01
C -0.8039 6.1957 0.2011 0.01 -0.02 0.03
C -0.5171 7.1538 1.1616 0.02 -0.02 -0.01
C 0.3073 6.8369 2.2350 0.00 -0.02 0.00
C 0.8428 5.5620 2.3618 0.00 0.04 0.01
C 0.5633 4.5919 1.4112 -0.01 -0.01 0.01
C 0.6602 3.8630 -2.1056 0.09 0.03 0.01
C 1.0915 2.7357 -2.7854 0.04 -0.02 0.03
C 1.9820 2.8821 -3.8391 0.08 0.03 0.04
C 2.4223 4.1466 -4.2050 0.02 -0.07 0.07
C 1.9784 5.2708 -3.5197 -0.01 -0.02 0.04
C 1.0939 5.1349 -2.4611 0.03 -0.04 -0.03
H -3.1193 1.3729 -5.3643 0.02 0.00 -0.01
H -4.1552 0.0380 -7.1776 0.00 0.00 0.00
H -4.9992 -2.2342 -6.7075 0.00 0.00 0.00
H -4.7947 -3.1873 -4.4323 0.00 0.00 0.00
H -3.7386 -1.8588 -2.6298 0.01 0.00 -0.01
H -2.6292 1.5626 0.1304 -0.10 0.01 -0.04
H -4.4604 2.1554 1.6894 -0.01 0.00 0.00
H -6.8130 2.0706 0.9214 0.00 0.00 0.00
H -7.3310 1.3925 -1.3988 0.00 0.00 0.00
H -5.5243 0.7750 -2.9406 0.02 -0.04 -0.07
H -0.8415 2.7659 -5.1479 -0.03 0.02 -0.02
H 0.2307 4.1569 -6.9119 0.00 0.00 0.00
H -0.0128 6.6136 -6.8567 0.00 0.00 0.00
H -1.3084 7.6971 -5.0509 0.00 0.00 -0.01
H -2.3674 6.3133 -3.2920 0.00 0.00 -0.01
H -4.3082 3.2866 -4.8939 -0.01 0.02 0.01
H -6.6988 3.9069 -5.0512 0.00 0.00 0.00
H -7.8186 4.9893 -3.1304 0.00 0.00 0.00
H -6.5642 5.4480 -1.0545 0.00 0.00 0.00
H -4.1579 4.8253 -0.8968 0.00 -0.01 0.00
H -1.4562 6.4196 -0.6321 0.00 0.00 0.00
H -0.9419 8.1452 1.0766 0.00 0.00 0.00
H 0.5256 7.5889 2.9821 0.00 0.00 0.00
H 1.4730 5.3092 3.2041 0.00 0.00 -0.01
H 0.9511 3.5828 1.5125 -0.01 0.02 0.00
H 0.7189 1.7600 -2.5007 0.02 0.01 0.02
H 2.3393 2.0047 -4.3617 0.00 -0.03 -0.01
H 3.1228 4.2575 -5.0227 0.00 0.00 -0.01
H 2.3289 6.2548 -3.8021 0.00 0.00 0.00
H 0.7567 6.0074 -1.9185 0.00 0.01 0.02
C 1.6499 1.9391 4.1526 0.01 0.00 0.00
C 2.8547 2.4713 3.7099 0.00 -0.03 -0.02
C 3.3801 2.0175 2.5122 -0.02 -0.01 0.00
C 2.6903 1.0613 1.7506 -0.01 0.01 -0.02
C 1.4355 0.5228 2.1309 0.24 0.24 0.16
C 0.9798 1.0013 3.3738 0.03 0.00 -0.01
C 3.3335 0.6197 0.4804 0.00 -0.01 -0.06
C 4.7581 0.6030 0.3582 0.00 0.02 0.04
C 5.3441 0.2394 -0.8091 0.02 -0.01 -0.04
C 4.5404 -0.1317 -1.9174 -0.01 -0.02 -0.01
C 5.0709 -0.5151 -3.1700 0.00 0.02 0.01
C 4.2416 -0.8842 -4.1931 0.01 0.01 0.00
C 2.8445 -0.8885 -3.9969 -0.01 -0.04 0.00
C 2.3092 -0.5233 -2.7931 -0.05 -0.04 0.06
C 3.1472 -0.1302 -1.7200 -0.04 0.04 0.07
N 2.5768 0.2332 -0.5307 -0.17 0.06 -0.13
H 1.2362 2.2583 5.1039 0.00 0.00 -0.01
H 3.3849 3.2130 4.2950 0.00 0.00 0.00
H 4.3176 2.4385 2.1645 -0.01 -0.01 0.00
H 0.0436 0.6218 3.7777 0.01 0.00 -0.01
H 5.3614 0.8585 1.2168 0.00 0.00 -0.01
H 6.4238 0.2189 -0.9053 -0.01 -0.01 0.00
H 6.1462 -0.5113 -3.3046 0.00 0.00 0.00
H 4.6524 -1.1770 -5.1504 0.00 0.00 0.01
H 2.1908 -1.1960 -4.8041 0.00 0.01 0.00
H 1.2316 -0.5456 -2.6522 0.03 0.02 -0.01
Se -2.0361 -3.3151 -0.7864 0.02 0.03 0.04
Se -1.9612 -4.0174 1.4047 -0.02 0.03 -0.04
C -2.2275 -2.3719 2.3757 -0.05 0.08 -0.09
C -2.7599 -2.5298 3.6518 -0.01 -0.01 0.03
C -2.9931 -1.4038 4.4178 -0.01 -0.03 0.01
C -2.7041 -0.1591 3.8805 0.01 0.02 0.00
C -2.1772 -0.1091 2.6052 0.04 0.00 -0.04
N -1.9322 -1.1898 1.8536 0.10 0.09 -0.01
C -0.1548 -3.4687 -1.1967 0.02 -0.04 -0.01
C 0.2385 -4.2663 -2.2616 0.00 -0.03 0.02
C 1.5979 -4.4308 -2.4827 -0.02 -0.02 -0.05
C 2.4996 -3.8229 -1.6263 0.04 0.02 -0.01
C 2.0047 -3.0296 -0.6050 -0.05 -0.03 0.05
N 0.6994 -2.8358 -0.4053 0.03 0.28 0.04
H -2.9987 -3.5178 4.0227 0.00 0.01 0.01
H -3.4039 -1.4972 5.4146 0.00 0.00 -0.01
H -2.8646 0.7531 4.4382 0.00 -0.01 0.00
H -1.9076 0.8520 2.1742 0.00 -0.01 0.00
H -0.4985 -4.7696 -2.8722 0.01 0.01 0.00
H 1.9450 -5.0507 -3.2995 0.00 0.01 0.00
H 3.5670 -3.9413 -1.7515 -0.01 -0.01 0.00
H 2.6688 -2.5205 0.0831 0.00 0.04 0.00
```
Forces are in eV/Å.

---

DFT (wB97M-V/def2-TZVPD) results for a molecular structure, C8H6I2O.

- LUMO energy (alpha / beta) (eV) = -1.25 / -0.13
- gap between HOMO and LUMO (alpha / beta) (Eh) = 0.190 / 0.304
- energy above the lowest of the compared OMol25 structures with the same formula, charge and spin (kJ/mol) = 320.5
- HOMO level (alpha / beta) (eV) = -6.42 / -8.39

```
17
Properties=species:S:1:pos:R:3:forces:R:3
C -2.5154 -0.9107 0.1438 -0.60 -1.15 1.85
C -2.4225 0.4287 0.5206 2.11 -0.55 -1.53
C -1.3981 -1.5092 -0.5045 -2.41 0.15 -0.14
C -1.3415 1.2211 0.1151 -0.30 -1.09 -0.03
C -0.3187 -0.7701 -0.7947 0.51 -0.03 -0.71
C -0.2516 0.6228 -0.5298 -2.32 -2.63 0.54
C 0.9356 1.1415 -0.7476 1.32 1.53 0.74
C 3.2500 0.1915 1.0025 0.13 0.31 -4.02
O 1.7352 1.8294 -1.1901 1.54 1.13 -1.27
I 3.1380 -1.5757 -0.1645 0.18 0.36 0.14
I 4.5834 1.6507 0.3562 -0.37 -0.35 0.44
H -3.3346 -1.5937 0.6196 1.45 1.47 -1.28
H -3.0695 0.8856 1.1714 -2.00 0.84 1.17
H -1.5587 -2.4920 -0.9163 0.51 -0.39 0.28
H -1.2573 2.2528 0.2734 -0.32 1.30 0.64
H 0.5170 -1.2007 -1.2918 0.37 -0.41 -0.34
H 3.3088 -0.1721 1.9366 0.22 -0.48 3.52
```
Forces are in eV/Å.